w.
A molecular structure, C3H6O2S2. Source: the Open Molecules 2025 dataset; level of theory: wB97M-V/def2-TZVPD.

XYZ file:
```
13
Properties=species:S:1:pos:R:3
C -3.143 -1.016 -0.913
C -3.291 -1.182 0.270
C 2.146 1.321 0.952
O 0.143 -1.601 -1.456
O -0.216 0.586 -0.613
S 2.527 -0.253 0.335
S 0.002 -0.804 -0.280
H -3.262 -0.686 -1.920
H 2.575 0.163 -1.040
H -3.465 -1.247 1.321
H 2.815 2.070 0.729
H 2.110 1.192 2.093
H 1.058 1.457 0.521
```

Values from the calculation:
- lowest unoccupied orbital energy (Eh) = 0.0013
- HOMO-LUMO gap (eV) = 9.469
- HOMO (eV) = -9.432


x.
A single C3H6O2S2 molecule. Source: the Open Molecules 2025 dataset; level of theory: wB97M-V/def2-TZVPD.

XYZ file:
```
13
Properties=species:S:1:pos:R:3
O -0.432 0.604 -3.060
C 0.168 -0.179 -2.367
O 0.871 -1.305 -2.799
C 0.648 0.044 -1.004
C -0.573 0.298 -0.055
S -0.399 -0.676 1.531
S 0.032 0.957 2.799
H 0.859 -1.419 -3.791
H 1.299 -0.717 -0.707
H 1.306 0.933 -1.018
H -1.518 -0.248 -0.361
H -0.825 1.444 0.029
H -0.217 0.126 3.996
```

Values from the calculation:
- SMILES string = O=C(O)CCSS
- lowest unoccupied orbital energy (Eh) = 0.0106
- HOMO-LUMO gap (eV) = 8.591
- HOMO (eV) = -8.304


Verdict on stability: x comes out on top.


w.
2 unconnected molecules or ions with the total composition C5H10N2O4. Source: the Open Molecules 2025 dataset; level of theory: wB97M-V/def2-TZVPD.

XYZ file:
```
21
Properties=species:S:1:pos:R:3
C 1.403 0.043 -0.596
C 0.189 -0.925 -0.199
C 2.531 -0.361 0.284
C -2.252 -1.043 -0.010
C -3.417 -0.048 -0.178
H 1.421 2.264 -0.853
H 1.598 1.457 0.704
H 1.425 -0.269 -1.619
H 2.294 -0.059 1.443
H 2.599 -1.604 0.320
H 4.575 0.468 0.833
H -0.930 0.785 0.451
H -2.295 -1.592 0.953
H -2.281 -1.693 -0.828
H -3.518 2.247 0.224
N 1.000 1.478 -0.309
N -0.973 -0.312 -0.078
O 0.449 -2.081 -0.125
O 3.740 0.237 -0.282
O -4.651 -0.310 -0.278
O -2.907 1.315 0.139
```

Values from the calculation:
- lowest unoccupied orbital energy (Eh) = -0.0114
- HOMO-LUMO gap (eV) = 8.754
- HOMO (eV) = -9.063


x.
A single C5H10N2O4 molecule. Source: the Open Molecules 2025 dataset; level of theory: wB97M-V/def2-TZVPD.

XYZ file:
```
21
Properties=species:S:1:pos:R:3
N 2.686 -0.534 0.887
C 1.405 -0.027 0.418
C 1.590 1.015 -0.671
O 0.492 1.919 -0.614
C 0.609 -1.186 -0.167
O 1.223 -2.148 -0.564
N -0.712 -1.035 -0.352
C -1.467 -0.014 0.250
C -2.998 -0.281 -0.049
O -3.323 -1.266 -0.672
O -3.880 0.504 0.559
H 3.135 -1.117 0.122
H 2.447 -1.309 1.518
H 1.022 0.620 1.211
H 2.576 1.451 -0.478
H 1.656 0.502 -1.682
H 0.610 2.423 -1.383
H -1.212 -1.847 -0.522
H -0.988 0.950 -0.005
H -1.508 0.078 1.386
H -3.362 1.303 0.805
```

Values from the calculation:
- SMILES string = N[C@@H](CO)C(=O)NCC(=O)O
- lowest unoccupied orbital energy (Eh) = 0.0094
- HOMO-LUMO gap (eV) = 10.119
- HOMO (eV) = -9.863


Verdict on stability: x comes out on top.


w.
A single C3H8N2OS molecule. Source: the Open Molecules 2025 dataset; level of theory: wB97M-V/def2-TZVPD.

XYZ file:
```
15
Properties=species:S:1:pos:R:3
N -2.270 -0.275 -0.381
C -1.661 0.809 -0.918
O -2.058 1.373 -1.938
N -0.521 1.280 -0.306
C 0.314 0.637 0.736
C 1.119 -0.584 0.041
S 2.359 -1.322 1.234
H -3.162 -0.550 -0.838
H -1.885 -0.893 0.205
H 0.081 1.965 -0.878
H -0.318 0.201 1.532
H 1.055 1.335 1.101
H 1.554 -0.224 -0.877
H 0.323 -1.264 -0.166
H 1.982 -2.593 1.335
```

Values from the calculation:
- SMILES string = NC(=O)NCCS
- lowest unoccupied orbital energy (Eh) = 0.0226
- HOMO-LUMO gap (eV) = 9.918
- HOMO (eV) = -9.302


x.
A single C3H8N2OS molecule. Source: the Open Molecules 2025 dataset; level of theory: wB97M-V/def2-TZVPD.

XYZ file:
```
15
Properties=species:S:1:pos:R:3
C -2.218 -0.662 0.199
N -0.856 -0.482 -0.302
C -0.301 0.783 0.227
C 1.201 0.886 0.061
O 1.824 1.930 -0.012
N 1.756 -0.363 0.046
S 3.446 -0.732 0.164
H -2.629 -1.561 -0.254
H -2.125 -0.873 1.255
H -2.970 0.148 0.047
H -0.875 -0.278 -1.271
H -0.503 0.780 1.306
H -0.787 1.642 -0.232
H 1.174 -1.153 -0.324
H 3.864 -0.065 -0.910
```

Values from the calculation:
- SMILES string = CNCC(=O)NS
- lowest unoccupied orbital energy (Eh) = 0.0274
- HOMO-LUMO gap (eV) = 10.057
- HOMO (eV) = -9.311


y.
A single C3H8N2OS molecule. Source: the Open Molecules 2025 dataset; level of theory: wB97M-V/def2-TZVPD.

XYZ file:
```
15
Properties=species:S:1:pos:R:3
C -1.228 2.036 0.092
N -1.396 0.608 -0.059
C -0.315 -0.098 -0.180
N -0.412 -1.465 -0.161
O -1.675 -1.972 0.041
S 1.275 0.647 -0.272
C 2.256 -0.746 0.254
H -0.290 2.320 0.487
H -1.396 2.583 -0.829
H -1.965 2.348 0.799
H 0.020 -1.929 -0.927
H -2.259 -1.249 -0.206
H 2.096 -1.535 -0.463
H 1.972 -1.090 1.246
H 3.317 -0.457 0.176
```

Values from the calculation:
- SMILES string = C/N=C(/NO)SC
- lowest unoccupied orbital energy (Eh) = 0.0229
- HOMO-LUMO gap (eV) = 9.545
- HOMO (eV) = -8.923


Verdict on stability: w comes out on top.


w.
A molecular structure, C3H8N2OS. Source: the Open Molecules 2025 dataset; level of theory: wB97M-V/def2-TZVPD.

XYZ file:
```
15
Properties=species:S:1:pos:R:3
C 2.038 0.235 0.190
C 1.294 -0.954 0.456
C 0.947 0.811 -0.843
N -1.409 -0.464 0.438
N -2.601 -0.568 0.344
O -3.510 0.603 -0.189
S 0.185 -0.814 -0.986
H 2.273 0.913 0.948
H 2.970 0.163 -0.410
H 1.691 -2.017 0.552
H 0.582 -0.678 1.378
H 0.300 1.395 -0.295
H 1.505 1.218 -1.748
H -3.321 -1.242 0.196
H -2.944 1.399 -0.030
```

Values from the calculation:
- lowest unoccupied orbital energy (Eh) = 0.0324
- HOMO-LUMO gap (eV) = 8.905
- HOMO (eV) = -8.023


x.
2 unconnected molecules or ions with the total composition C3H8N2OS. Source: the Open Molecules 2025 dataset; level of theory: wB97M-V/def2-TZVPD.

XYZ file:
```
15
Properties=species:S:1:pos:R:3
C -2.583 0.296 1.625
C 0.313 -0.782 -0.063
C 0.637 0.687 0.100
H -3.359 1.002 1.682
H -2.975 -0.744 1.865
H -1.785 0.764 2.277
H -1.190 -1.709 -0.149
H 1.848 -1.531 -0.728
H 0.914 0.856 1.238
H -0.367 1.132 -0.099
H 1.797 -0.682 -2.168
N -1.006 -0.909 0.500
N 0.908 -1.803 -0.494
O -2.084 0.001 0.279
S 2.017 1.168 -1.010
```

Values from the calculation:
- lowest unoccupied orbital energy (Eh) = -0.0565
- HOMO-LUMO gap (eV) = 7.728
- HOMO (eV) = -9.265


y.
A single C3H8N2OS molecule. Source: the Open Molecules 2025 dataset; level of theory: wB97M-V/def2-TZVPD.

XYZ file:
```
15
Properties=species:S:1:pos:R:3
N -2.052 0.733 0.011
C -1.128 -0.244 0.245
O -1.402 -1.391 0.514
C 0.307 0.302 0.352
N 0.751 0.143 1.723
C 1.107 -0.617 -0.622
S 0.490 -0.361 -2.348
H -1.666 1.634 -0.174
H -2.947 0.393 -0.296
H 0.391 1.293 -0.082
H 1.763 0.080 1.698
H 0.434 -0.744 2.101
H 0.749 -1.595 -0.294
H 2.184 -0.488 -0.561
H 1.020 0.863 -2.266
```

Values from the calculation:
- SMILES string = NC(=O)[C@@H](N)CS
- lowest unoccupied orbital energy (Eh) = 0.0255
- HOMO-LUMO gap (eV) = 9.881
- HOMO (eV) = -9.185


z.
A single C3H8N2OS molecule. Source: the Open Molecules 2025 dataset; level of theory: wB97M-V/def2-TZVPD.

XYZ file:
```
15
Properties=species:S:1:pos:R:3
C -0.879 2.101 -0.736
C -0.269 0.732 -0.711
N 0.093 0.310 0.625
C 0.446 -0.955 0.984
S 0.629 -1.486 2.596
N 0.538 -1.863 0.033
O 1.069 -3.099 0.252
H -1.882 2.122 -0.225
H -0.237 2.797 -0.181
H -0.985 2.472 -1.776
H 0.629 0.669 -1.318
H -0.995 -0.012 -1.141
H 0.154 0.977 1.351
H 0.520 -1.637 -0.994
H 1.168 -3.128 1.241
```

Values from the calculation:
- SMILES string = CCNC(=S)NO
- lowest unoccupied orbital energy (Eh) = 0.0224
- HOMO-LUMO gap (eV) = 9.019
- HOMO (eV) = -8.409


Verdict on stability: y comes out on top.


w.
2 unconnected molecules or ions with the total composition C3H8N2OS. Source: the Open Molecules 2025 dataset; level of theory: wB97M-V/def2-TZVPD.

XYZ file:
```
15
Properties=species:S:1:pos:R:3
C -0.190 0.118 -1.848
C -0.706 -0.773 0.322
C -0.371 0.372 1.046
H 2.453 1.720 -2.488
H 1.098 1.785 -3.437
H -0.717 0.011 -2.920
H -1.593 -1.343 0.681
H 0.196 -1.705 0.381
H 0.603 0.760 0.629
H -1.262 1.087 1.090
H 0.545 -2.131 1.991
N 1.590 1.221 -2.794
N 1.047 0.510 -1.617
O -1.073 -0.396 -0.969
S -0.225 -0.465 2.849
```

Values from the calculation:
- lowest unoccupied orbital energy (Eh) = -0.0340
- HOMO-LUMO gap (eV) = 7.629
- HOMO (eV) = -8.555


x.
A single C3H8N2OS molecule. Source: the Open Molecules 2025 dataset; level of theory: wB97M-V/def2-TZVPD.

XYZ file:
```
15
Properties=species:S:1:pos:R:3
N -2.168 -0.208 1.246
C -1.385 -0.035 0.102
O -1.754 0.462 -0.963
C 0.222 -0.407 0.170
N 0.923 0.197 1.306
C 0.820 -0.159 -1.122
S 2.628 -0.371 -1.466
H -2.281 -1.160 1.658
H -2.966 0.432 1.343
H 0.355 -1.478 0.192
H 1.543 0.937 0.944
H 0.213 0.878 1.587
H 0.357 -0.866 -1.917
H 0.552 0.878 -1.435
H 2.940 0.899 -1.643
```

Values from the calculation:
- SMILES string = NC(=O)[C@H](N)CS
- lowest unoccupied orbital energy (Eh) = 0.0241
- HOMO-LUMO gap (eV) = 9.799
- HOMO (eV) = -9.143


Verdict on stability: x comes out on top.